Arrangement 1

Density functional theory data (ωB97M-V/def2-TZVPD) for a single C6H14N2O molecule.

Geometry (Å):
1 C 1.175 0.814 0.422
2 C -1.580 -0.091 -0.379
3 H 0.484 -1.490 -1.056
4 H 0.512 -2.845 0.343
5 O -0.471 2.535 0.175
6 H 2.536 0.588 -1.458
7 H 1.904 2.247 -1.250
8 H 0.411 3.002 0.030
9 C 1.262 -0.765 0.845
10 H -1.357 -1.147 1.454
11 H 1.043 0.962 -1.900
12 C 1.703 1.159 -0.956
13 H -1.799 -2.212 0.016
14 N -2.752 0.468 -0.018
15 H -3.256 1.075 -0.627
16 C -1.159 -1.359 0.303
17 H -1.074 0.087 -1.383
18 C 0.292 -1.736 -0.002
19 H -2.964 0.444 0.914
20 H 1.020 -0.970 1.933
21 H 1.768 1.249 1.272
22 H 2.355 -1.175 0.733
23 N -0.220 1.279 0.722

Computed properties:
**Orbital gap (spin up / spin down)**: 7.5 / 7.5 eV
**LUMO level (spin up / spin down)**: 0.0354 / 0.0354 hartree
**2S+1**: 1
**Highest occupied orbital energy (spin up / spin down)**: -0.2400 / -0.2399 hartree
**Total charge**: 0

Mulliken population analysis, charges in e, atoms 1 to 6: atom 1 (C): 0.092, atom 2 (C): -0.076, atom 3 (H): 0.298, atom 4 (H): 0.286, atom 5 (O): -0.419, atom 6 (H): 0.360

Arrangement 2

Density functional theory data (ωB97M-V/def2-TZVPD) for a molecular structure, C6H14N2O.

Geometry (Å):
1 H 0.713 0.360 0.457
2 H -0.905 2.100 0.546
3 H 0.726 -0.327 -1.710
4 H -2.216 -2.277 -0.023
5 H 3.108 -0.857 -1.240
6 H -3.486 -1.196 0.555
7 H -0.716 2.173 -1.112
8 C -1.483 -0.412 0.775
9 N -1.230 1.743 -0.346
10 H 2.901 -0.287 0.430
11 H 2.046 1.981 -0.509
12 H 2.034 -1.715 -0.127
13 H 2.044 1.574 -2.100
14 O 0.435 0.543 1.685
15 H -0.647 -0.867 2.698
16 C -2.470 -1.547 0.752
17 C -0.612 -0.214 1.823
18 N 1.515 1.513 -1.236
19 C 2.385 -0.725 -0.427
20 C -1.292 0.387 -0.391
21 C 1.202 0.148 -0.853
22 H -2.475 -2.073 1.708
23 H -1.576 -0.025 -1.354

Computed properties:
**Orbital gap**: 8.3 eV
**LUMO level**: 0.0188 hartree
**2S+1**: 1
**Highest occupied orbital energy**: -0.2878 hartree
**Total charge**: 0

Mulliken population analysis, charges in e, atoms 1 to 6: atom 1 (H): 0.206, atom 2 (H): 0.362, atom 3 (H): 0.331, atom 4 (H): 0.296, atom 5 (H): 0.398, atom 6 (H): 0.313

Arrangement 3

Density functional theory data (ωB97M-V/def2-TZVPD) for a single C6H14N2O molecule.

Geometry (Å):
1 H 1.148 -0.546 2.333
2 H -0.867 0.848 2.166
3 C 1.710 0.534 -1.094
4 H -1.242 -0.727 -1.262
5 H -1.833 1.757 0.149
6 N 0.663 0.780 -0.022
7 H -1.169 -2.098 -0.141
8 N -2.269 0.993 0.652
9 H 1.738 1.391 -3.065
10 H 0.357 1.704 -1.244
11 H 0.183 0.649 -2.579
12 H 1.708 -1.507 0.962
13 C -0.096 -0.367 0.555
14 O 2.858 0.295 -0.820
15 C 1.070 1.176 -2.236
16 C -0.602 -1.271 -0.568
17 H 0.226 -1.694 -1.135
18 C -1.278 0.215 1.372
19 H -1.790 -0.615 1.865
20 C 0.822 -1.162 1.493
21 H 0.301 -2.035 1.888
22 H -2.780 0.424 -0.012
23 H 1.143 1.256 0.742

Computed properties:
**Orbital gap**: 9.7 eV
**Structure (SMILES)**: CC(=O)NC(C)(C)CN
**LUMO level**: 0.0265 hartree
**2S+1**: 1
**Highest occupied orbital energy**: -0.3283 hartree
**Total charge**: 0

Mulliken population analysis, charges in e, atoms 1 to 6: atom 1 (H): 0.433, atom 2 (H): 0.436, atom 3 (C): 0.572, atom 4 (H): 0.441, atom 5 (H): 0.253, atom 6 (N): -0.314

Most stable structure - arrangement 3; separation to the second - 0.758 eV.

Arrangement 1

Density functional theory data (ωB97M-V/def2-TZVPD) for 2 unconnected molecules or ions with the total composition C2H4OS2.

Geometry (Å):
1 H -0.258 -1.732 -1.066
2 C 0.442 -0.828 -0.854
3 H 0.046 1.530 0.139
4 S 1.612 -0.563 0.277
5 O 1.640 -1.615 1.220
6 H 0.307 -0.074 -1.563
7 S -2.149 1.223 -0.384
8 H -0.736 0.849 1.616
9 C -0.904 1.211 0.615

Computed properties:
**Orbital gap**: 8.5 eV
**LUMO level**: -0.0204 hartree
**2S+1**: 1
**Highest occupied orbital energy**: -0.3316 hartree
**Total charge**: 0

Mulliken population analysis, charges in e, atoms 1 to 6: atom 1 (H): 0.269, atom 2 (C): -0.645, atom 3 (H): 0.230, atom 4 (S): 0.353, atom 5 (O): -0.473, atom 6 (H): 0.483

Arrangement 2

Density functional theory data (ωB97M-V/def2-TZVPD) for a single C2H4OS2 molecule.

Geometry (Å):
1 C 1.050 0.270 -0.070
2 H -2.321 -1.227 -0.018
3 H 0.569 1.158 -0.704
4 O 3.446 1.162 0.073
5 S -0.004 -1.141 -0.066
6 C -1.638 -0.367 0.118
7 H -1.706 0.094 -0.774
8 S 2.627 -0.008 0.396
9 H -2.022 0.059 1.044

Computed properties:
**Orbital gap**: 8.1 eV
**LUMO level**: -0.0147 hartree
**2S+1**: 1
**Highest occupied orbital energy**: -0.3132 hartree
**Total charge**: 0

Mulliken population analysis, charges in e, atoms 1 to 6: atom 1 (C): -0.132, atom 2 (H): 0.295, atom 3 (H): 0.270, atom 4 (O): -0.502, atom 5 (S): -0.021, atom 6 (C): -0.949

Most stable structure - arrangement 2; separation to the second - 1.107 eV.

Arrangement 1

Density functional theory data (ωB97M-V/def2-TZVPD) for a single C2H4OS2 molecule.

Geometry (Å):
1 S -0.404 1.605 1.690
2 H 1.422 -0.101 -0.562
3 S -0.292 -1.460 -1.542
4 H 0.391 -2.389 -0.788
5 C 0.289 0.022 -0.635
6 H -0.042 0.931 -1.152
7 O -0.253 -1.018 1.444
8 C -0.291 0.003 0.822
9 H -0.821 2.408 0.722

Computed properties:
**Orbital gap**: 9.7 eV
**Structure (SMILES)**: O=C(S)CS
**LUMO level**: 0.0126 hartree
**2S+1**: 1
**Highest occupied orbital energy**: -0.3445 hartree
**Total charge**: 0

Mulliken population analysis, charges in e, atoms 1 to 6: atom 1 (S): -0.208, atom 2 (H): 0.262, atom 3 (S): -0.201, atom 4 (H): 0.148, atom 5 (C): -0.605, atom 6 (H): 0.345

Arrangement 2

Density functional theory data (ωB97M-V/def2-TZVPD) for a single C2H4OS2 molecule.

Geometry (Å):
1 O 1.522 -0.472 -0.213
2 S -2.399 0.180 -0.064
3 H -0.719 2.678 -0.229
4 C 0.163 -0.921 -0.025
5 H -0.115 -1.529 -0.894
6 H 1.978 -0.330 0.663
7 H 0.051 -1.649 0.851
8 S 0.288 1.725 -0.043
9 C -0.770 0.318 -0.046

Computed properties:
**Orbital gap**: 8.5 eV
**Structure (SMILES)**: OCC(=S)S
**LUMO level**: -0.0099 hartree
**2S+1**: 1
**Highest occupied orbital energy**: -0.3232 hartree
**Total charge**: 0

Mulliken population analysis, charges in e, atoms 1 to 6: atom 1 (O): -0.556, atom 2 (S): -0.224, atom 3 (H): 0.148, atom 4 (C): -0.329, atom 5 (H): 0.254, atom 6 (H): 0.341

Arrangement 3

Density functional theory data (ωB97M-V/def2-TZVPD) for 2 unconnected molecules or ions with the total composition C2H4OS2.

Geometry (Å):
1 C 0.806 -0.225 -0.328
2 H -1.179 1.163 1.249
3 S 1.998 1.042 -0.683
4 H 1.499 -1.559 -1.288
5 S 1.982 -0.269 0.909
6 H -1.885 0.872 -0.354
7 C -1.667 0.606 0.615
8 O 0.570 -1.246 -1.175
9 H -2.124 -0.384 1.055

Computed properties:
**Orbital gap**: 7.0 eV
**LUMO level**: -0.0413 hartree
**2S+1**: 1
**Highest occupied orbital energy**: -0.2970 hartree
**Total charge**: 0

Mulliken population analysis, charges in e, atoms 1 to 6: atom 1 (C): 0.042, atom 2 (H): 0.354, atom 3 (S): -0.123, atom 4 (H): 0.380, atom 5 (S): -0.124, atom 6 (H): 0.321

Arrangement 4

Density functional theory data (ωB97M-V/def2-TZVPD) for 2 unconnected molecules or ions with the total composition C2H4OS2.

Geometry (Å):
1 H -0.513 0.391 1.438
2 S 3.201 -1.088 1.482
3 C 0.170 0.281 -0.612
4 H 0.585 1.201 -0.539
5 C -0.377 -0.134 0.509
6 H 0.276 -0.260 -1.475
7 H -0.733 -1.222 0.492
8 S 1.625 -2.064 1.041
9 O 1.602 -2.658 -0.262

Computed properties:
**Orbital gap (spin up / spin down)**: 8.3 / 8.3 eV
**LUMO level (spin up / spin down)**: -0.0593 / -0.0594 hartree
**2S+1**: 1
**Highest occupied orbital energy (spin up / spin down)**: -0.3645 / -0.3645 hartree
**Total charge**: 0

Mulliken population analysis, charges in e, atoms 1 to 6: atom 1 (H): 0.283, atom 2 (S): -0.141, atom 3 (C): -0.450, atom 4 (H): 0.292, atom 5 (C): -0.740, atom 6 (H): 0.305

Most stable structure - arrangement 1; separation to the second - 0.507 eV.

Arrangement 1

Density functional theory data (ωB97M-V/def2-TZVPD) for a single C2H4OS2 molecule.

Geometry (Å):
1 H -2.390 -0.102 0.468
2 S -1.826 -1.165 -0.100
3 C 0.739 0.218 -0.217
4 C -0.039 -0.900 0.345
5 H 1.512 0.868 -1.734
6 O 1.047 0.076 -1.459
7 H 0.307 -1.852 -0.117
8 S 1.072 1.507 0.780
9 H 0.058 -0.900 1.402

Computed properties:
**Orbital gap**: 9.0 eV
**Structure (SMILES)**: OC(=S)CS
**LUMO level**: -0.0021 hartree
**2S+1**: 1
**Highest occupied orbital energy**: -0.3346 hartree
**Total charge**: 0

Mulliken population analysis, charges in e, atoms 1 to 6: atom 1 (H): 0.130, atom 2 (S): -0.183, atom 3 (C): 0.455, atom 4 (C): -0.770, atom 5 (H): 0.361, atom 6 (O): -0.391

Arrangement 2

Density functional theory data (ωB97M-V/def2-TZVPD) for a single C2H4OS2 molecule.

Geometry (Å):
1 C 0.250 0.793 -0.469
2 H 0.068 -0.208 1.196
3 C 0.229 -0.564 0.216
4 H -0.850 1.913 1.362
5 S -0.284 2.372 0.295
6 O 0.655 0.911 -1.636
7 H -0.196 -2.582 -0.604
8 S -1.024 -1.575 -0.539
9 H 1.152 -1.061 0.180

Computed properties:
**Orbital gap**: 10.0 eV
**Structure (SMILES)**: O=C(S)CS
**LUMO level**: 0.0149 hartree
**2S+1**: 1
**Highest occupied orbital energy**: -0.3510 hartree
**Total charge**: 0

Mulliken population analysis, charges in e, atoms 1 to 6: atom 1 (C): 0.395, atom 2 (H): 0.271, atom 3 (C): -0.385, atom 4 (H): 0.107, atom 5 (S): -0.169, atom 6 (O): -0.504

Arrangement 3

Density functional theory data (ωB97M-V/def2-TZVPD) for a molecular structure, C2H4OS2.

Geometry (Å):
1 O 0.321 0.528 1.340
2 H 1.902 -0.100 0.265
3 C 1.147 0.611 0.185
4 H -2.227 1.135 0.591
5 H 1.158 1.667 -0.109
6 S -1.633 0.693 -0.449
7 H -0.268 -2.278 -1.731
8 S -0.172 -2.311 -0.309
9 C -0.229 0.054 0.216

Computed properties:
**Orbital gap (spin up / spin down)**: 8.4 / 8.4 eV
**LUMO level (spin up / spin down)**: -0.0137 / -0.0137 hartree
**2S+1**: 1
**Highest occupied orbital energy (spin up / spin down)**: -0.3238 / -0.3238 hartree
**Total charge**: 0

Mulliken population analysis, charges in e, atoms 1 to 6: atom 1 (O): -0.339, atom 2 (H): 0.273, atom 3 (C): -0.094, atom 4 (H): 0.129, atom 5 (H): 0.232, atom 6 (S): -0.168

Most stable structure - arrangement 1; separation to the second - 0.336 eV.

Arrangement 1

Density functional theory data (ωB97M-V/def2-TZVPD) for 2 unconnected molecules or ions with the total composition C2H3NO3.

Geometry (Å):
1 N -1.717 -0.922 -0.657
2 O -1.711 0.390 -0.112
3 O -1.889 -1.718 0.207
4 O 1.100 -0.210 -1.599
5 H 2.169 -0.275 1.437
6 C 1.547 0.367 0.775
7 C 1.179 0.049 -0.447
8 H 1.136 1.199 1.284
9 H -1.813 1.120 -0.888

Computed properties:
**Orbital gap**: 9.4 eV
**Structure (SMILES)**: C=C=O.O=NO
**LUMO level**: 0.0019 hartree
**2S+1**: 1
**Highest occupied orbital energy**: -0.3448 hartree
**Total charge**: 0

Mulliken population analysis, charges in e, atoms 1 to 6: atom 1 (N): 0.279, atom 2 (O): -0.406, atom 3 (O): -0.276, atom 4 (O): -0.376, atom 5 (H): 0.233, atom 6 (C): -0.844

Arrangement 2

Density functional theory data (ωB97M-V/def2-TZVPD) for a single C2H3NO3 molecule.

Geometry (Å):
1 H -0.769 1.046 -1.171
2 C -1.090 0.317 -0.297
3 H -2.137 -0.137 -0.415
4 C -0.091 -0.329 0.595
5 H -0.039 -1.333 0.986
6 N 1.319 -0.144 -0.054
7 O 1.532 0.856 -0.656
8 O 2.086 -1.061 0.050
9 O -0.811 0.785 0.961

Computed properties:
**Orbital gap**: 11.5 eV
**Structure (SMILES)**: O=[N+]([O-])[C@@H]1CO1
**LUMO level**: 0.0144 hartree
**2S+1**: 1
**Highest occupied orbital energy**: -0.4085 hartree
**Total charge**: 0

Mulliken population analysis, charges in e, atoms 1 to 6: atom 1 (H): 0.206, atom 2 (C): -0.360, atom 3 (H): 0.238, atom 4 (C): 0.068, atom 5 (H): 0.433, atom 6 (N): 0.874

Arrangement 3

Density functional theory data (ωB97M-V/def2-TZVPD) for a single C2H3NO3 molecule.

Geometry (Å):
1 O -1.363 0.600 -0.517
2 C 1.084 0.925 -0.544
3 H -2.135 0.021 -0.329
4 H 0.916 1.736 -1.333
5 O 0.970 -1.535 1.021
6 N -0.075 -1.012 0.763
7 O -1.200 -1.448 1.104
8 H 1.950 0.571 -0.067
9 C -0.148 0.144 -0.097

Computed properties:
**Orbital gap (spin up / spin down)**: 8.4 / 8.4 eV
**Structure (SMILES)**: C=C(O)[N+](=O)[O-]
**LUMO level (spin up / spin down)**: -0.0445 / -0.0445 hartree
**2S+1**: 1
**Highest occupied orbital energy (spin up / spin down)**: -0.3522 / -0.3523 hartree
**Total charge**: 0

Mulliken population analysis, charges in e, atoms 1 to 6: atom 1 (O): -0.442, atom 2 (C): -0.758, atom 3 (H): 0.366, atom 4 (H): 0.257, atom 5 (O): -0.534, atom 6 (N): 0.935

Arrangement 4

Density functional theory data (ωB97M-V/def2-TZVPD) for a single C2H3NO3 molecule.

Geometry (Å):
1 H -0.569 1.965 0.948
2 O 0.989 -1.655 -0.980
3 C -0.398 0.120 -0.443
4 C 0.115 1.154 0.494
5 O 1.230 1.145 0.934
6 O 0.143 -1.636 1.022
7 N 0.294 -1.193 -0.107
8 H -0.280 0.246 -1.553
9 H -1.523 -0.145 -0.314

Computed properties:
**Orbital gap**: 10.9 eV
**Structure (SMILES)**: O=CC[N+](=O)[O-]
**LUMO level**: -0.0018 hartree
**2S+1**: 1
**Highest occupied orbital energy**: -0.4006 hartree
**Total charge**: 0

Mulliken population analysis, charges in e, atoms 1 to 6: atom 1 (H): 0.316, atom 2 (O): -0.528, atom 3 (C): -0.450, atom 4 (C): 0.147, atom 5 (O): -0.413, atom 6 (O): -0.496

Most stable structure - arrangement 4; separation to the second - 0.477 eV.